Record 1
Entry from the OMol25 dataset: a structure of composition C17H30Br3CaILiMgN3O14P2V (wB97M-V/def2-TZVPD).

Max |F|, eV/A: 5.2
HOMO-LUMO gap, eV: 1.563
E_LUMO, eV: -7.57

The geometry in ORCA input format:
```
! RIJCOSX wB97M-V def2-TZVPD def2/J DEFGRID3
* xyz 1 1
C 0.1500 -0.9872 -4.9792
C 0.0523 -0.1502 -3.5365
N 1.4218 -0.0637 -2.8772
P 1.3604 1.1733 -1.5944
C 2.1319 2.8731 -2.1495
I -1.0022 1.6175 -0.8817
C 2.4127 0.4858 -0.1061
C 1.4387 0.7229 1.2314
C 0.6307 -0.5872 1.8003
C -0.3757 -0.3604 3.1090
C -0.4851 1.1757 3.7187
C -1.5215 1.4016 4.9846
C 0.3646 2.4691 3.1473
C 1.3698 2.2483 1.8611
H 0.0149 -0.2029 -5.8407
H 1.2056 -1.5003 -4.9682
H -0.7514 -1.7558 -5.0029
H -0.6416 -0.7618 -2.8037
H -0.3730 0.9152 -3.8099
H 2.1472 0.1490 -3.6009
H 1.3609 3.3574 -2.9171
H 2.1782 3.6237 -1.2356
H 3.2068 2.7296 -2.5997
H 3.4507 1.0475 -0.0107
H 2.6898 -0.6596 -0.2561
H 0.7597 -1.6435 1.2602
H -0.9814 -1.2614 3.5767
H -0.9445 1.4005 6.0112
H -2.3752 0.5720 5.0452
H -2.1151 2.4350 4.9148
H 0.3110 3.5654 3.5881
H 2.0150 3.0778 1.3402
N -1.9059 -3.7274 2.9791
O -1.3987 -3.2087 1.9707
O -2.1669 -3.0287 3.9724
O -2.1520 -4.9448 2.9941
C 1.3455 -4.3380 -1.3354
C 0.4188 -3.3188 -2.0217
O -0.1420 -3.9374 -3.0481
H 2.1355 -4.6928 -2.0092
H 1.8366 -3.8711 -0.4736
H 0.7924 -5.2097 -0.9637
H 1.0535 -2.4413 -2.2216
H -0.2325 -2.9363 -1.2205
Ca 3.7675 3.3204 1.5723
C -4.4175 -0.1916 6.9159
N -3.7064 -1.1648 7.7882
O -2.5622 -0.8684 8.1515
O -4.3169 -2.1988 8.0834
H -3.7651 0.6661 6.7384
H -4.6510 -0.6991 5.9778
H -5.3258 0.1163 7.4378
C -4.4180 2.7269 0.7198
C -5.2439 3.4861 1.7439
O -5.5080 4.6833 1.4430
O -5.5608 2.8189 2.7682
H -4.1756 3.3562 -0.1419
H -3.4824 2.3882 1.1748
H -4.9762 1.8552 0.3652
C 5.3852 -1.4905 -3.8445
Br 4.2428 -2.1631 -2.4208
Br 5.9230 -2.9027 -5.0694
Br 4.5699 0.0076 -4.7800
H 6.2977 -1.1133 -3.3709
O 5.1134 4.3518 -7.0478
P 4.0640 3.9816 -5.9868
O 3.6819 2.5001 -6.1392
O 2.8135 4.8560 -6.1765
O 4.6467 4.2188 -4.5839
Li -1.5956 3.8055 3.9906
Mg 0.8889 1.3750 -6.0241
O -1.0929 -5.7689 -0.1651
V -2.1265 -6.3911 -1.4422
O -3.1600 -7.0133 -2.7193
*
```

From a Mulliken analysis of the wavefunction, the atomic charges in e read: -0.47 -1.01 0.52 0.05 -0.63 0.32 0.13 0.34 -0.38 -0.47 1.33 -1.01 -1.17 -0.67 -0.08 0.42 0.31 0.44 0.44 -0.18 0.31 0.15 0.34 0.10 0.10 0.30 0.29 0.36 0.11 -0.04 0.22 0.45 1.02 -0.66 -0.72 -0.61 -1.03 0.96 -0.59 0.32 0.25 0.22 -0.41 0.07 1.15 -0.60 0.93 -0.54 -0.50 0.15 0.30 0.31 -0.29 0.37 -0.69 -0.70 0.26 -0.15 0.26 -0.41 0.03 0.01 0.10 0.39 -0.40 0.83 -0.47 -0.44 -0.45 1.03 0.56 -0.65 1.59 -0.71

Record 2
Entry from the OMol25 dataset: a structure of composition C17H30Cl2N3O3V (wB97M-V/def2-TZVPD).

Max |F|, eV/A: 4.5
HOMO-LUMO gap (alpha / beta), eV: 4.487 / 7.129
E_LUMO (alpha / beta), eV: 2.58 / 2.58

The geometry in ORCA input format:
```
! RIJCOSX wB97M-V def2-TZVPD def2/J DEFGRID3
* xyz -1 4
O 1.7109 2.2930 -2.0713
C 1.0258 1.7355 -3.1843
C 1.4285 2.7340 -4.3993
C 1.9556 4.0172 -4.3251
H 1.8079 4.6118 -3.4161
C 2.7582 4.5051 -5.3783
H 3.3240 5.4175 -5.2170
C 2.8955 3.7647 -6.5609
H 3.5812 4.1145 -7.3369
C 2.1236 2.5928 -6.7447
H 2.1942 2.0746 -7.7082
C 1.3719 2.1153 -5.6540
H 0.8061 1.1847 -5.7929
H 1.4366 0.7454 -3.4134
C -1.4805 2.2510 -3.4422
C -0.4975 1.2511 -2.9942
H -2.5188 1.9811 -3.2780
H -1.3074 2.4306 -4.5092
H -1.3047 3.2168 -2.9438
C -0.6372 -0.0457 -2.4493
C -1.8918 -0.6547 -1.8583
H 0.1519 -0.8676 -2.7214
H -2.7841 -0.5967 -2.5116
H -2.1414 -0.1497 -0.9160
H -1.7946 -1.7099 -1.5540
V 1.2025 1.1720 -0.8119
Cl -0.4617 2.5316 0.0321
Cl 2.8793 -0.2952 -1.5502
C -1.8645 0.3450 1.9621
O -1.2622 -0.5519 1.3585
N -2.2679 0.2546 3.2564
C -1.9808 -0.9578 4.0100
C -3.1316 1.2653 3.8795
H -2.0909 1.3209 1.4822
H -1.2995 -1.5676 3.4188
H -2.9077 -1.5117 4.2093
H -1.5242 -0.6929 4.9697
H -3.2678 2.1087 3.1800
H -2.6826 1.6495 4.8157
H -4.1247 0.8411 4.1373
H 0.2947 -5.7350 1.1052
H 2.5826 -6.0629 -0.6218
C 0.0322 -4.9914 0.3332
C 1.9791 -5.3457 -1.1910
N 1.2307 -4.4645 -0.3127
H -0.5288 -4.1684 0.7965
C 1.7396 -3.2655 0.0573
O 1.1968 -2.4900 0.8559
H 2.6486 -4.7325 -1.7997
H 2.7067 -3.0402 -0.4403
H -0.5887 -5.4928 -0.4225
H 1.2964 -5.9015 -1.8357
N 1.5445 0.4046 1.0139
H 2.5624 0.4436 1.1506
H 1.0904 0.9028 1.7842
H 1.3160 -0.6088 1.0224
*
```

From a Mulliken analysis of the wavefunction, the atomic charges in e read: -0.88 0.39 -0.07 -0.07 0.35 -0.59 0.34 -0.28 0.35 -0.69 0.33 -0.49 0.28 0.38 -1.49 0.60 0.41 0.29 0.30 0.23 -1.06 0.17 0.36 0.03 0.32 0.61 -0.65 -0.65 0.29 -0.59 0.15 -0.90 -0.84 0.16 0.20 0.31 0.32 0.26 0.29 0.30 0.31 0.30 -0.84 -0.90 0.19 0.16 0.15 -0.77 0.31 0.26 0.33 0.30 -0.36 0.34 0.24 0.23

Record 3
Entry from the OMol25 dataset: a structure of composition C17H30Cl3N5NaO7P2 (wB97M-V/def2-TZVPD).

Max |F|, eV/A: 1.0
HOMO-LUMO gap, eV: 7.014
ΔE to the lowest compared entry with this formula, charge and spin, kcal/mol: 16.0
E_LUMO, eV: 2.11

The geometry in ORCA input format:
```
! RIJCOSX wB97M-V def2-TZVPD def2/J DEFGRID3
* xyz -1 1
Na -0.3224 -0.2813 0.6892
C -3.9047 1.9683 0.8161
C -3.3347 1.1971 2.0224
N -2.4975 0.0576 1.6967
C -3.1616 -1.1587 1.2467
C -3.5803 -1.0640 -0.2253
N -2.5042 -0.5600 -1.0456
C -2.8518 0.3435 -2.1138
C -3.4845 1.6569 -1.5983
N -3.0048 2.1212 -0.3111
H -4.2105 2.9488 1.2111
H -4.8358 1.4924 0.4865
H -4.1936 0.9075 2.6537
H -2.7230 1.8763 2.6188
H -1.9322 -0.1754 2.5053
H -4.0390 -1.3936 1.8712
H -2.4453 -1.9762 1.3543
H -4.4252 -0.3786 -0.3129
H -3.9509 -2.0460 -0.5570
H -1.8471 -1.2663 -1.3566
H -3.5624 -0.0865 -2.8444
H -1.9301 0.5536 -2.6568
H -4.5715 1.5381 -1.5319
H -3.3245 2.4173 -2.3729
H -2.1057 1.7059 -0.0984
Cl 3.1456 6.5035 -1.4104
C 2.3768 4.9563 -1.1320
C 1.5914 4.7738 -0.0052
C 1.0027 3.5450 0.2041
Cl 0.0695 3.3223 1.6642
C 1.1389 2.4265 -0.6650
O 0.5872 1.2979 -0.4554
C 1.9663 2.7038 -1.7844
Cl 2.2327 1.4113 -2.9325
C 2.5722 3.9198 -2.0261
H 1.4441 5.5727 0.7069
H 3.1899 4.0516 -2.9029
N 1.4657 -3.5519 2.6422
C 2.0485 -2.1973 2.2902
C 3.5197 -2.1652 2.6630
P 1.0126 -1.0604 3.3453
O 1.0101 0.3015 2.4534
O 1.6583 -0.8237 4.6555
O -0.3648 -1.6370 3.1966
P 1.7846 -2.2688 0.4238
O 2.4146 -0.9170 -0.1487
O 2.6056 -3.4557 0.0514
O 0.2971 -2.2914 0.2727
H 1.8440 -3.8868 3.5266
H 1.7032 -4.2065 1.8822
H 0.4418 -3.3895 2.7249
H 3.6595 -2.2836 3.7405
H 3.9131 -1.1842 2.3939
H 4.0816 -2.9161 2.1058
H 1.5750 1.0025 2.7945
H 1.8238 -0.1485 -0.3279
C 3.2318 -2.2241 -3.1623
C 2.1369 -1.8251 -4.1511
C 0.8346 -1.7220 -3.4884
N -0.1883 -1.6404 -2.9742
H 4.1753 -2.3493 -3.6961
H 2.9885 -3.1521 -2.6483
H 3.3545 -1.4665 -2.3918
H 2.0482 -2.5575 -4.9572
H 2.3503 -0.8655 -4.6248
*
```

From a Mulliken analysis of the wavefunction, the atomic charges in e read: 1.09 -0.64 -0.90 0.15 -0.79 -0.85 0.29 -0.71 -0.86 0.01 0.34 0.30 0.32 0.36 0.13 0.48 0.19 0.32 0.42 0.23 0.32 0.33 0.37 0.32 -0.07 -0.27 0.40 -0.80 0.67 -0.22 -1.35 -0.11 0.55 -0.18 -0.76 0.44 0.44 -0.35 0.88 -1.91 0.99 -0.59 -0.85 -0.86 0.72 -0.40 -0.86 -0.63 0.36 0.33 0.27 0.45 0.35 0.46 0.31 0.39 -0.80 -0.44 0.24 -0.42 0.38 0.30 0.09 0.36 0.25